# 1
Formula: C3H8N2O
Source: the OMol25 dataset
Level of theory: wB97M-V/def2-TZVPD

Geometry as XYZ:
```
14
Properties=species:S:1:pos:R:3:forces:R:3:mulliken_charge:R:1
C 0.813 1.216 -0.206 0.411 -0.612 -0.075 -0.570
N -1.030 -0.153 -0.677 0.663 1.642 0.042 0.016
C 0.375 -0.097 -0.186 0.103 1.165 0.136 0.784
N -2.047 -0.166 0.344 -0.597 -0.154 0.067 -0.671
C 0.830 -1.285 0.338 0.116 -0.223 0.075 -1.398
O 2.099 1.597 0.209 -0.558 -0.397 -0.071 -0.493
H 2.456 0.865 0.722 0.092 0.009 0.063 0.252
H -1.156 -1.003 -1.239 -0.072 0.564 -0.193 0.391
H -1.787 -0.901 1.003 0.228 0.116 -0.199 0.328
H -1.972 0.713 0.854 0.268 -0.115 -0.185 0.314
H 0.346 2.008 -0.773 -0.256 -0.020 0.000 0.171
H -1.104 0.769 -1.204 -0.437 -1.806 0.270 0.404
H 0.358 -2.214 0.057 -0.109 -0.111 0.028 0.232
H 1.818 -1.347 0.759 0.147 -0.058 0.042 0.240
```
Forces are in eV/Å.

Output
LUMO ... 0.54 eV
Charge ... 0
Total energy ... -303.69228 hartree

# 2
Formula: C6H10O3
Source: the OMol25 dataset
Level of theory: wB97M-V/def2-TZVPD

Geometry as XYZ:
```
19
Properties=species:S:1:pos:R:3:forces:R:3:mulliken_charge:R:1
C -0.708 0.195 0.008 1.001 1.110 -2.564 1.046
C -1.609 1.297 0.504 -0.177 -0.367 0.779 -1.636
C 1.391 -1.553 -0.381 -0.455 -0.421 -0.441 -1.780
C 0.887 -0.314 0.286 -1.446 -0.464 1.746 0.956
C 0.078 -0.506 1.614 2.749 -1.429 -0.328 -0.130
C 0.771 0.924 -0.449 -1.314 -0.591 -0.231 -0.543
O -1.274 -0.601 -0.989 0.415 -0.250 0.270 -0.592
O 1.055 1.005 -1.816 0.023 -0.091 0.682 -0.546
O -0.169 -1.656 2.018 -0.257 1.290 -0.443 -0.679
H -2.162 -0.344 -1.277 0.368 0.341 0.446 0.356
H 1.642 0.292 -2.106 -0.248 0.071 0.273 0.339
H 0.210 0.338 2.314 -0.862 0.174 -0.321 0.361
H 0.873 1.875 0.059 0.093 0.079 -0.099 0.397
H -1.955 1.928 -0.321 0.224 -0.111 -0.102 0.452
H -2.487 0.839 0.969 -0.024 0.126 0.126 0.410
H -1.120 1.930 1.246 -0.098 -0.072 -0.091 0.425
H 2.464 -1.445 -0.572 -0.086 0.140 0.049 0.425
H 0.885 -1.755 -1.331 0.104 0.123 0.014 0.401
H 1.229 -2.449 0.222 -0.009 0.342 0.236 0.337
```
Forces are in eV/Å.

Output
LUMO ... 0.55 eV
Charge ... 0
Total energy ... -460.20089 hartree

Question: The highest total energy belongs to which entry?
Answer: C3H8N2O